[1]
{"formula": "C21H45N11O2PtSbSi4Te", "method": "the ωB97M-V functional and the def2-TZVPD basis", "homo_lumo_gap_ev": 6.51, "mol_weight_g_mol": 1040.45, "charge": -1, "e_homo_ha": -0.1691, "relative_energy_kcal_mol": 15.4, "elements": ["Pt", "N", "C", "N", "N", "N", "N", "C", "N", "N", "N", "N", "H", "O", "C", "N", "C", "O", "C", "C", "C", "C", "N", "C", "H", "H", "H", "H", "H", "H", "H", "H", "C", "Sb", "C", "C", "H", "H", "H", "H", "H", "H", "H", "H", "H", "C", "Si", "C", "C", "Si", "Te", "Si", "C", "C", "C", "Si", "C", "C", "C", "H", "H", "H", "H", "H", "H", "H", "H", "H", "H", "H", "H", "H", "H", "H", "H", "H", "H", "H", "H", "H", "H", "H", "H", "H", "H", "H"], "xyz": [[0.736530, -1.126441, 0.174339], [0.886166, -4.433814, 0.989019], [-0.362355, -3.931757, 0.755164], [-1.485947, -4.620825, 0.898553], [-2.446609, -3.755234, 0.547336], [-1.952070, -2.615214, 0.224395], [-0.599826, -2.694060, 0.334288], [2.065200, -3.745101, 0.841627], [3.241816, -4.327535, 0.981243], [4.125793, -3.339447, 0.750044], [3.526645, -2.235341, 0.488474], [2.199885, -2.450482, 0.542091], [0.963165, -5.403289, 1.241131], [-2.172359, -2.254667, -3.314176], [-3.364477, -1.564584, -3.078849], [-3.326817, -0.182710, -3.543756], [-3.412271, 0.917195, -2.739096], [-3.939009, 1.961821, -3.082880], [-2.752665, 0.806682, -1.398103], [-3.341251, 1.400882, -0.282978], [-2.691045, 1.325697, 0.932541], [-1.470658, 0.674159, 0.993027], [-0.901658, 0.124863, -0.084771], [-1.522901, 0.186319, -1.260885], [-1.761629, -2.431921, -2.456751], [-3.615784, -1.583477, -2.015822], [-4.160203, -2.061000, -3.640740], [-3.668247, -0.010092, -4.478316], [-4.285199, 1.916809, -0.392285], [-3.102586, 1.771790, 1.825911], [-0.904125, 0.599071, 1.911836], [-1.004634, -0.246450, -2.107287], [-1.462997, 3.901129, -3.333539], [-0.454239, 3.716375, -1.422885], [-1.304937, 5.553038, -0.664633], [1.292229, 4.683847, -2.195262], [-1.517161, 4.947042, -3.632898], [-2.467903, 3.484343, -3.302199], [-0.891464, 3.350557, -4.079552], [-1.092382, 6.373477, -1.347814], [-0.880214, 5.782275, 0.311294], [-2.383873, 5.453514, -0.555588], [0.977297, 5.552168, -2.770537], [1.840006, 3.995784, -2.837090], [1.950058, 4.996999, -1.387950], [5.650593, 4.459755, 2.113031], [4.313686, 3.695867, 1.015424], [4.727216, 4.218039, -0.750327], [2.681402, 4.467962, 1.570881], [4.237041, 1.339255, 1.121520], [2.082955, 1.139059, -0.106501], [4.122435, 0.745093, 3.387647], [2.640225, 1.625027, 4.146648], [3.992543, -1.082586, 3.777012], [5.696385, 1.367089, 4.229046], [6.202418, 0.632744, 0.009587], [6.858936, -1.063285, 0.458452], [5.928096, 0.753441, -1.845014], [7.584049, 1.845217, 0.471171], [5.767951, 5.511017, 1.837040], [6.615595, 3.970642, 1.998434], [5.379655, 4.421810, 3.167177], [4.440979, 5.257720, -0.920538], [4.225067, 3.603014, -1.495713], [5.802541, 4.130002, -0.910755], [2.569798, 5.473464, 1.157962], [2.662504, 4.549806, 2.657928], [1.823088, 3.868397, 1.267627], [1.712771, 1.297058, 3.676745], [2.706992, 2.704904, 4.018959], [2.583429, 1.407869, 5.215729], [3.361087, -1.625238, 3.077279], [3.578166, -1.196968, 4.781394], [4.974500, -1.555440, 3.754225], [5.828709, 2.442837, 4.153682], [6.579251, 0.894126, 3.796825], [5.662593, 1.100847, 5.288273], [6.082261, -1.808983, 0.579954], [7.420224, -1.009358, 1.393455], [7.542778, -1.405770, -0.321761], [5.088122, 0.131777, -2.155503], [6.825191, 0.417932, -2.370246], [5.711044, 1.776388, -2.149344], [7.728960, 1.885986, 1.551669], [7.377843, 2.857633, 0.125696], [8.525666, 1.523658, 0.020902]], "forces_ev_per_a": [[-0.22, 0.70, 0.12], [0.02, -0.05, 0.11], [-0.06, 0.02, -0.10], [0.20, 0.00, -0.02], [-0.24, -0.02, 0.00], [0.03, 0.24, -0.29], [0.11, -0.14, 0.17], [0.14, -0.15, -0.03], [-0.12, 0.08, -0.01], [0.10, 0.08, 0.03], [0.39, 0.19, -0.04], [-0.38, 0.00, -0.14], [-0.02, 0.00, 0.00], [0.21, -0.07, 0.20], [-0.15, 0.09, 0.00], [-0.19, 0.09, -0.01], [0.09, 0.05, 0.15], [-0.11, -0.31, -0.07], [-0.24, 0.04, 0.12], [0.14, -0.14, -0.26], [0.15, -0.01, -0.07], [0.13, 0.09, -0.10], [0.24, -0.46, 0.26], [-0.11, 0.14, 0.02], [0.05, -0.09, -0.06], [-0.02, 0.03, -0.07], [0.05, 0.01, 0.06], [-0.04, -0.02, 0.05], [-0.04, 0.00, -0.02], [-0.01, -0.02, 0.01], [-0.04, -0.04, -0.05], [-0.05, -0.03, 0.05], [-0.02, -0.06, 0.09], [-0.36, 0.24, -0.30], [0.05, -0.03, 0.08], [0.09, -0.05, 0.09], [0.09, 0.08, 0.03], [0.11, 0.10, 0.06], [0.07, -0.03, -0.07], [0.02, 0.03, -0.06], [0.03, 0.03, 0.05], [-0.05, -0.05, -0.01], [0.00, 0.06, -0.05], [0.01, -0.03, -0.01], [0.04, 0.01, 0.05], [-0.08, 0.07, -0.08], [0.07, -0.13, 0.18], [-0.07, -0.01, 0.07], [0.06, 0.04, -0.10], [0.23, -0.16, 0.07], [-0.08, -0.58, -0.04], [0.02, 0.16, -0.16], [0.08, -0.04, 0.02], [0.00, 0.00, -0.05], [-0.10, -0.12, 0.06], [-0.11, 0.12, 0.05], [0.01, 0.08, 0.07], [-0.01, -0.08, 0.07], [-0.06, -0.03, -0.07], [0.04, 0.07, 0.03], [0.05, -0.02, -0.02], [-0.06, 0.00, 0.08], [0.03, 0.08, -0.02], [-0.08, -0.03, -0.03], [0.05, 0.01, -0.05], [0.00, 0.07, 0.00], [-0.01, 0.02, 0.07], [-0.02, -0.01, -0.05], [-0.04, -0.05, -0.05], [0.02, 0.07, 0.00], [-0.03, 0.00, 0.05], [-0.11, 0.01, -0.05], [0.01, -0.05, 0.06], [0.05, -0.03, -0.02], [-0.03, 0.13, -0.02], [0.04, -0.06, -0.03], [0.05, 0.00, 0.07], [-0.18, -0.15, -0.04], [0.03, 0.00, 0.06], [0.06, 0.00, -0.02], [-0.03, -0.06, 0.01], [0.03, -0.01, -0.06], [-0.01, 0.08, -0.01], [0.01, -0.02, 0.07], [0.00, 0.05, -0.03], [0.06, -0.04, -0.03]]}

[2]
{"formula": "C21H45N11O2PtSbSi4Te", "method": "the ωB97M-V functional and the def2-TZVPD basis", "homo_lumo_gap_ev": 6.20, "mol_weight_g_mol": 1040.45, "charge": -1, "e_homo_ha": -0.1576, "relative_energy_kcal_mol": 33.9, "elements": ["Pt", "N", "C", "N", "N", "N", "N", "C", "N", "N", "N", "N", "H", "O", "C", "N", "C", "O", "C", "C", "C", "C", "N", "C", "H", "H", "H", "H", "H", "H", "H", "H", "C", "Sb", "C", "C", "H", "H", "H", "H", "H", "H", "H", "H", "H", "C", "Si", "C", "C", "Si", "Te", "Si", "C", "C", "C", "Si", "C", "C", "C", "H", "H", "H", "H", "H", "H", "H", "H", "H", "H", "H", "H", "H", "H", "H", "H", "H", "H", "H", "H", "H", "H", "H", "H", "H", "H", "H"], "xyz": [[-0.592128, 0.696495, -0.162374], [-1.832232, 3.891575, 0.110937], [-0.472285, 3.761947, 0.179311], [0.353893, 4.764869, 0.426077], [1.577253, 4.209240, 0.362683], [1.497755, 2.951846, 0.102879], [0.182467, 2.627694, -0.031242], [-2.718826, 2.861583, -0.111774], [-4.012812, 3.069543, -0.225961], [-4.527558, 1.837892, -0.421647], [-3.608906, 0.946348, -0.422155], [-2.416636, 1.566508, -0.221718], [-2.216427, 4.814694, 0.205548], [1.982004, 2.890342, -3.127035], [3.283916, 2.828747, -2.599419], [4.013611, 1.628216, -2.983764], [4.477292, 0.684790, -2.114901], [5.519640, 0.081433, -2.286756], [3.588942, 0.384370, -0.941424], [4.133718, 0.049970, 0.281939], [3.279251, -0.199249, 1.343742], [1.916091, -0.159604, 1.133116], [1.386690, 0.129491, -0.060596], [2.211132, 0.394908, -1.072733], [1.350724, 2.749488, -2.409561], [3.255243, 2.903304, -1.513785], [3.832701, 3.683677, -2.994107], [4.561463, 1.687296, -3.828866], [5.210268, 0.001806, 0.388689], [3.657684, -0.432631, 2.328658], [1.209671, -0.276799, 1.942065], [1.749511, 0.577086, -2.033606], [3.220919, -3.558178, -1.065316], [1.442672, -3.377493, 0.189246], [2.196917, -4.688158, 1.757472], [0.519526, -5.021277, -0.816820], [3.631202, -4.566046, -0.972553], [3.980063, -2.829317, -0.780361], [2.936119, -3.385138, -2.104444], [2.479280, -5.651361, 1.329429], [1.417508, -4.838777, 2.505514], [3.064890, -4.232154, 2.236187], [1.244041, -5.831303, -0.916288], [0.193457, -4.703735, -1.806765], [-0.343498, -5.371555, -0.258357], [-4.978365, -6.088645, 0.524168], [-3.460451, -5.034687, 0.157671], [-2.790143, -5.701619, -1.468723], [-2.242482, -5.412107, 1.542937], [-3.923475, -2.764639, -0.038108], [-1.400277, -1.796796, -0.363202], [-5.128456, -2.069053, 1.841272], [-4.126590, -2.434790, 3.384328], [-5.693056, -0.292944, 1.870272], [-6.707750, -3.094259, 1.953783], [-5.023613, -2.399001, -2.070284], [-5.867175, -0.735666, -2.163304], [-3.846634, -2.633344, -3.503971], [-6.388709, -3.694173, -2.249217], [-4.748472, -7.148061, 0.379950], [-5.812465, -5.829636, -0.133221], [-5.321028, -5.953474, 1.552292], [-2.231528, -6.630006, -1.322147], [-2.124986, -4.983983, -1.951236], [-3.612404, -5.903032, -2.162086], [-1.720928, -6.356980, 1.365938], [-2.766063, -5.489712, 2.499647], [-1.490816, -4.624946, 1.648129], [-3.192906, -1.866223, 3.385091], [-3.864316, -3.495076, 3.437372], [-4.685980, -2.176052, 4.287738], [-4.970641, 0.372527, 1.406791], [-5.866303, 0.046514, 2.895246], [-6.623161, -0.180166, 1.306979], [-6.505193, -4.163917, 2.034709], [-7.325848, -2.945279, 1.063521], [-7.296175, -2.791650, 2.824865], [-5.273006, 0.043523, -1.685515], [-6.829467, -0.767277, -1.643774], [-6.045364, -0.435696, -3.199666], [-2.988551, -1.964545, -3.403721], [-4.340218, -2.422602, -4.457080], [-3.465140, -3.656782, -3.532814], [-7.062856, -3.664472, -1.387928], [-5.981118, -4.707186, -2.313720], [-6.986198, -3.511872, -3.147647]], "forces_ev_per_a": [[-0.44, 0.44, -0.14], [0.03, -0.14, 0.05], [-0.15, 0.10, -0.11], [0.12, 0.02, -0.02], [-0.09, -0.03, -0.05], [-0.05, 0.07, 0.04], [0.08, -0.21, 0.08], [0.18, 0.19, 0.09], [-0.16, -0.13, -0.05], [0.05, 0.20, -0.02], [0.26, 0.14, -0.02], [0.07, -0.34, -0.02], [-0.03, -0.01, 0.01], [0.00, -0.11, 0.00], [-0.11, 0.05, 0.03], [0.01, 0.15, -0.11], [-0.11, -0.11, 0.12], [-0.03, -0.09, -0.02], [0.01, 0.01, -0.21], [0.05, 0.01, 0.24], [0.15, -0.14, -0.05], [-0.07, 0.45, 0.10], [-0.08, -0.03, 0.18], [-0.13, -0.31, -0.23], [0.01, 0.06, 0.03], [0.05, -0.01, 0.01], [0.03, 0.00, -0.03], [0.07, 0.02, 0.05], [-0.02, 0.03, 0.02], [0.00, 0.00, 0.00], [-0.01, -0.21, -0.04], [-0.03, 0.12, 0.04], [-0.04, -0.12, 0.15], [1.05, -0.50, 0.09], [0.02, 0.06, -0.08], [-0.03, 0.00, -0.13], [0.02, 0.03, -0.03], [0.00, -0.01, -0.03], [0.01, 0.03, 0.02], [0.02, 0.02, 0.03], [0.03, -0.01, 0.00], [-0.02, -0.03, 0.02], [0.01, 0.03, 0.03], [-0.02, -0.01, 0.02], [0.00, 0.00, -0.02], [-0.27, 0.16, 0.05], [0.14, -0.45, 0.00], [0.04, 0.14, -0.23], [0.15, 0.16, 0.15], [0.90, 1.14, -0.33], [-1.35, -0.40, 0.21], [-0.19, -0.02, 0.26], [0.23, -0.05, 0.04], [0.05, 0.18, -0.13], [-0.02, -0.21, -0.16], [-0.35, -0.13, -0.07], [0.05, 0.20, 0.16], [0.24, 0.04, -0.04], [-0.02, -0.16, 0.07], [0.05, 0.02, 0.00], [0.01, -0.05, 0.00], [0.02, -0.05, 0.00], [-0.05, -0.01, 0.02], [0.02, -0.03, 0.00], [0.00, 0.01, 0.04], [-0.05, -0.02, 0.01], [0.00, 0.00, -0.03], [-0.01, -0.02, -0.01], [-0.02, -0.01, 0.00], [0.00, 0.03, 0.02], [-0.02, 0.01, -0.03], [0.00, 0.02, 0.09], [-0.05, -0.09, 0.02], [0.02, 0.01, 0.01], [-0.04, 0.02, 0.02], [-0.01, 0.01, 0.04], [0.03, 0.03, 0.00], [-0.09, -0.08, -0.13], [0.00, -0.02, -0.03], [-0.04, -0.08, -0.01], [-0.01, -0.01, -0.02], [-0.04, -0.01, 0.04], [0.00, 0.02, -0.01], [-0.01, -0.01, -0.04], [-0.02, 0.02, -0.02], [0.03, 0.01, 0.00]]}